Density functional theory data (ωB97M-V/def2-TZVPD) for a molecular structure, C32H43N6Re.

Computed properties:
⟨S²⟩: 0.78
DFT total energy in eV: -44945.513
Kohn-Sham gap (spin up / spin down) in eV: 6.84 / 6.61
Multiplicity: 2
Net charge: +1
Energy above the lowest of the compared OMol25 structures with the same formula, charge and spin in kcal/mol: 0.26

Geometry as XYZ:
```
82
Properties=species:S:1:pos:R:3:forces:R:3:lowdin_spin:R:1
Re -0.1819 0.1437 0.0667 0.4 0.2 0.2 0.7715
C 3.8377 -0.7542 -0.6994 0.0 0.0 0.0 0.0000
C 2.7682 -1.0850 -1.7602 -0.1 0.1 0.1 -0.0003
C 1.7255 -2.1221 -1.3643 -0.1 0.0 0.0 -0.0006
N 0.4422 -1.7146 -0.7348 -0.1 -0.1 -0.2 -0.0035
C -0.4359 -2.7334 -0.6445 0.0 0.0 -0.1 -0.0074
C -0.1202 -4.0727 -0.9753 0.0 0.2 0.1 0.0525
C -0.8105 -5.2566 -0.7778 -0.1 -0.1 0.0 -0.0037
C -2.0469 -5.4941 -0.2045 0.1 0.0 -0.1 0.0568
C -2.9335 -4.5166 0.2042 -0.1 0.1 0.0 -0.0019
C -2.8317 -3.1399 0.1183 0.0 -0.1 0.0 0.0544
C -1.7789 -2.3006 -0.2960 0.0 0.2 -0.1 -0.0087
N -1.9189 -0.9700 -0.3362 -0.3 -0.4 0.2 0.0016
C -3.2854 -0.4715 -0.1988 0.0 0.1 -0.1 0.0010
C -3.3789 0.9598 -0.6855 0.1 -0.1 0.0 0.0008
C -2.5009 1.1004 -1.9062 0.0 0.1 0.1 0.0030
N -1.0985 1.2164 -1.4956 -0.1 -0.1 -0.7 0.0094
C -0.3167 1.8339 -2.3937 0.0 0.0 0.1 0.0026
C -0.6915 2.0023 -3.7360 -0.1 0.0 0.1 0.0137
C -0.2019 2.8345 -4.7342 0.0 0.0 0.0 -0.0005
C 0.7557 3.8238 -4.6529 0.0 0.0 0.0 0.0140
C 1.5288 4.0875 -3.5297 0.0 0.0 0.0 0.0006
C 1.6503 3.3696 -2.3578 0.1 0.0 0.0 0.0132
C 1.0003 2.1955 -1.8964 -0.1 0.0 0.0 -0.0014
N 1.4787 1.4299 -0.9221 0.0 -0.1 0.1 0.0029
C 2.9263 1.7030 -0.7325 0.0 -0.1 0.0 0.0021
C 3.8357 0.6662 -0.0908 0.0 0.0 0.0 0.0001
H 3.7887 -1.4925 0.1082 0.0 -0.1 0.0 0.0000
H 4.8163 -0.9220 -1.1486 0.0 0.0 0.0 0.0000
H 2.2649 -0.1973 -2.1269 0.1 0.0 -0.1 0.0000
H 3.2796 -1.5048 -2.6270 0.0 -0.1 0.0 0.0000
H 1.4578 -2.6397 -2.2885 0.0 0.0 0.0 0.0005
H 2.2024 -2.8734 -0.7214 0.1 0.0 0.0 0.0000
H 0.8452 -4.2324 -1.4211 0.0 0.0 0.0 0.0040
H -0.2726 -6.1398 -1.1048 0.0 0.0 0.0 -0.0015
H -2.3498 -6.5260 -0.0862 0.0 0.0 0.0 0.0031
H -3.8621 -4.8707 0.6382 0.0 0.0 0.0 -0.0014
H -3.7013 -2.6237 0.4926 0.0 0.0 0.0 0.0031
H -3.9209 -1.0852 -0.8438 0.0 0.0 0.0 -0.0002
H -3.6603 -0.5727 0.8239 0.0 0.0 0.0 0.0006
H -4.4173 1.1976 -0.9168 0.0 0.0 0.0 0.0000
H -3.0543 1.6737 0.0736 0.0 0.0 0.0 0.0000
H -2.6592 0.2411 -2.5695 0.0 0.0 0.0 0.0011
H -2.7645 1.9974 -2.4703 0.0 0.0 0.1 -0.0003
H -1.5132 1.3707 -4.0441 0.0 0.0 0.0 0.0010
H -0.6882 2.7198 -5.6965 0.0 0.0 0.0 -0.0003
H 0.9093 4.4464 -5.5240 0.0 0.0 0.0 0.0008
H 2.1740 4.9571 -3.5914 0.0 0.0 0.0 -0.0003
H 2.3844 3.7702 -1.6710 -0.1 0.0 -0.1 0.0007
H 3.3361 1.9049 -1.7269 0.0 -0.1 0.0 0.0003
H 3.0644 2.6329 -0.1685 0.0 0.0 0.0 -0.0001
H 4.8383 1.0858 -0.1931 0.0 0.0 0.0 0.0000
H 3.6920 0.6511 0.9904 0.0 -0.1 0.1 0.0000
N 1.4692 -0.4669 1.4746 -0.2 0.0 0.3 0.0082
C 1.7982 -0.0560 2.8839 0.0 0.0 0.0 -0.0001
C 1.1639 1.2691 3.2552 0.0 0.0 -0.1 0.0009
C 1.6047 2.3646 2.2860 -0.1 -0.1 -0.2 0.0013
C 0.4396 3.1479 1.7163 0.0 0.0 0.0 -0.0002
N -0.5255 2.2526 0.9969 0.0 -0.1 0.0 0.0035
H 1.2795 -1.4598 1.4991 -0.1 -0.1 0.0 0.0029
H 2.3063 -0.3982 0.9234 0.1 0.1 -0.2 0.0001
H 2.8871 0.0066 2.9577 0.0 0.0 0.1 -0.0003
H 1.4727 -0.8500 3.5528 -0.1 0.0 0.0 0.0000
H 1.3876 1.5235 4.2912 0.1 0.0 0.0 0.0000
H 0.0866 1.1305 3.2030 -0.1 0.0 0.1 0.0003
H 2.0737 1.8931 1.4285 0.1 0.0 0.1 0.0006
H 2.3540 3.0269 2.7218 -0.1 0.1 0.1 0.0001
H 0.7878 3.9086 1.0164 0.0 0.0 0.0 0.0000
H -0.1061 3.6656 2.5080 0.0 0.0 0.0 -0.0002
H -0.8329 2.7180 0.1499 0.0 0.1 0.0 0.0025
H -1.3511 2.1667 1.5718 0.0 0.0 0.1 0.0001
C -2.4908 -1.4119 4.2838 0.0 0.0 0.0 0.0030
C -2.8415 -0.2015 3.7104 0.0 0.0 0.0 -0.0014
C -2.2196 0.2338 2.5457 0.1 0.0 0.1 0.0014
C -1.1941 -0.4800 1.9076 0.0 0.1 0.1 -0.0090
C -0.9186 -1.7265 2.4889 0.1 0.0 0.0 0.0039
C -1.5390 -2.1868 3.6432 0.0 0.0 0.0 -0.0006
H -2.9689 -1.7567 5.1907 0.0 0.0 0.0 0.0002
H -3.6143 0.4099 4.1601 0.0 0.0 0.0 -0.0002
H -2.6109 1.1552 2.1307 0.0 0.1 0.0 0.0001
H -0.2286 -2.4206 2.0165 0.1 0.0 0.0 -0.0002
H -1.2757 -3.1617 4.0352 0.0 0.0 0.0 0.0000
```
Positions in Å, forces in eV/Å.


Density functional theory data (ωB97M-V/def2-TZVPD) for a molecular structure, C32H44CaN9O5S2.

Computed properties:
DFT total energy in eV: -97656.725
Kohn-Sham gap in eV: 9.33
Net charge: +1
Energy above the lowest of the compared OMol25 structures with the same formula, charge and spin in kcal/mol: 19.75

Geometry as XYZ:
```
93
Properties=species:S:1:pos:R:3:forces:R:3:mulliken_charge:R:1
Ca -0.4676 -0.5842 -0.3291 1.8 0.5 0.2 2.0052
C -0.8534 3.3494 1.1518 0.0 0.0 0.1 -1.0546
C -2.3255 3.0548 0.8774 -0.2 -0.1 0.1 0.8444
C -3.1059 2.4189 1.9981 0.2 0.0 0.2 -1.1879
C -4.3987 2.8548 2.2722 0.0 0.1 0.1 -0.7362
C -5.1611 2.1828 3.2091 -0.1 0.0 0.1 -0.3892
C -4.6141 1.0869 3.8578 0.0 0.0 -0.1 -0.9542
C -3.3131 0.7348 3.5454 0.2 0.1 -0.1 -0.0967
N -2.5581 1.3833 2.6494 -0.2 0.2 0.1 0.2539
N 0.0598 2.6472 0.2441 0.4 0.0 -0.3 1.0029
C 1.4364 3.0667 0.5776 0.1 -0.2 0.1 -0.6908
C 2.0990 2.3692 1.7373 0.0 -0.1 -0.2 0.1645
C 2.2854 2.9979 2.9629 0.0 0.0 0.1 -0.5111
C 3.0772 2.3895 3.9220 0.0 0.0 0.1 -0.6634
C 3.6573 1.1665 3.6266 0.0 0.0 0.1 -0.8164
C 3.3940 0.5996 2.3887 -0.2 0.0 -0.1 -0.2004
N 2.6332 1.1752 1.4593 0.1 0.0 0.2 -0.0663
C -0.2166 3.1583 -1.1124 -0.1 0.0 -0.2 -1.2068
C 0.5104 2.5130 -2.2731 0.0 0.0 0.1 -0.0129
C -0.2233 1.9607 -3.3201 0.0 -0.1 0.1 -0.0781
C 0.4459 1.4914 -4.4364 0.0 -0.1 0.0 -0.4150
C 1.8280 1.5765 -4.4724 0.0 0.0 0.0 -0.6123
C 2.4761 2.1339 -3.3812 -0.1 0.0 0.1 -0.6010
N 1.8402 2.5976 -2.3075 0.1 0.0 -0.4 -0.3723
H -0.5832 3.1026 2.1799 0.0 -0.1 0.0 0.4135
H -0.6835 4.4301 1.0329 0.0 0.1 0.1 0.4402
H -2.3983 2.3807 0.0169 0.0 0.0 0.2 -0.4043
H -2.8370 3.9713 0.5864 0.0 0.0 0.0 0.2677
H -4.7970 3.7130 1.7457 0.0 0.0 0.0 0.4504
H -6.1690 2.5105 3.4312 0.0 0.0 0.0 0.4393
H -5.1793 0.5170 4.5832 0.0 0.0 0.0 0.4233
H -2.8449 -0.1106 4.0382 0.0 0.0 0.0 0.3741
H 1.4401 4.1528 0.7466 0.0 0.1 0.1 0.4368
H 2.0653 2.8735 -0.2876 -0.1 0.0 0.1 0.4486
H 1.8428 3.9700 3.1417 0.0 0.0 0.0 0.4381
H 3.2571 2.8723 4.8747 0.0 0.0 0.0 0.4338
H 4.3181 0.6724 4.3274 0.0 0.0 0.0 0.5604
H 3.8307 -0.3599 2.1204 0.0 0.0 0.0 0.4341
H 0.0145 4.2348 -1.1500 0.0 0.1 0.1 0.6380
H -1.2827 3.0538 -1.2948 0.1 0.0 -0.1 0.4091
H -1.2989 1.8881 -3.2472 0.0 0.0 0.0 0.4352
H -0.1057 1.0682 -5.2673 0.0 0.0 0.0 0.4736
H 2.3913 1.2311 -5.3304 0.0 0.0 0.0 0.4277
H 3.5579 2.2232 -3.3685 0.0 0.0 0.0 0.4773
C 1.3773 -1.7228 5.2938 -0.1 -0.1 -0.1 -1.0763
N 0.9851 -1.8078 3.9004 0.2 -0.1 0.1 0.1869
C 1.3701 -2.8762 2.9888 0.0 0.2 0.2 -0.5175
C 0.8604 -2.3170 1.6747 -0.3 0.0 -0.4 -0.1547
O 0.8891 -2.8882 0.5944 -0.1 0.2 0.4 -0.5492
N 0.3117 -1.0740 1.8743 0.2 -0.5 0.4 0.1459
C 0.4259 -0.8210 3.1813 -0.1 0.5 -0.1 -0.4099
N 0.0361 0.3426 3.7093 -0.1 -0.3 0.0 0.2268
H 1.5979 -2.7245 5.6527 0.0 0.0 0.0 0.3903
H 0.5590 -1.3384 5.9040 0.0 0.0 0.0 0.3635
H 2.2574 -1.0940 5.4376 0.0 0.0 0.0 0.2678
H 0.8777 -3.8205 3.2196 0.0 0.0 0.0 0.3816
H 2.4500 -3.0355 2.9509 0.0 0.0 0.0 0.3553
H -0.6313 0.9108 3.1798 0.0 -0.2 -0.1 -0.0914
H 0.0293 0.4509 4.7084 0.1 0.0 0.0 0.3026
O 1.6566 -0.7827 -1.5545 -0.2 0.2 -0.1 -0.5770
S 2.0400 -1.5420 -2.8113 -0.7 0.4 0.4 0.4927
C 3.7914 -1.2480 -3.0357 0.3 0.0 0.0 -0.6189
C 4.3991 -2.6078 -3.3558 0.0 0.0 0.0 -0.7246
C 3.7745 -3.5665 -2.3406 0.0 0.0 0.0 -0.7667
C 2.2719 -3.2809 -2.3495 0.1 -0.1 0.0 -0.1126
H 4.1272 -0.8585 -2.0709 0.0 0.0 0.0 0.2131
H 3.9260 -0.4886 -3.8037 0.0 0.0 0.0 0.3820
H 5.4867 -2.5780 -3.3029 0.0 0.0 0.0 0.3918
H 4.1321 -2.9126 -4.3721 0.0 0.0 0.0 0.2994
H 4.1842 -3.3627 -1.3490 0.0 0.0 0.0 0.2945
H 3.9793 -4.6112 -2.5721 0.0 0.0 0.0 0.4068
H 1.7749 -3.3875 -1.3863 0.0 0.0 0.0 -0.1344
H 1.7290 -3.8679 -3.0920 0.1 0.0 0.0 0.4109
C -2.5800 -3.1847 -4.8689 0.1 0.0 0.2 -0.9213
N -1.8970 -3.1628 -3.5807 -0.2 -0.2 -0.1 0.2159
C -1.9518 -4.1356 -2.6054 -0.1 0.0 -0.2 -0.9448
C -1.3106 -3.6233 -1.5271 0.2 0.3 0.1 -0.9246
N -0.8662 -2.3416 -1.8108 -0.4 -0.9 -0.7 1.3941
C -1.2515 -2.1164 -3.0541 0.1 0.2 0.1 -1.1602
H -2.6910 -4.2149 -5.1950 0.0 0.0 0.0 0.3402
H -1.9844 -2.6494 -5.6037 0.0 0.0 0.0 0.3379
H -3.5617 -2.7224 -4.7828 0.0 0.0 0.0 0.3229
H -2.4397 -5.0804 -2.7723 0.0 0.0 0.0 0.5130
H -1.1273 -4.0817 -0.5707 0.0 0.0 0.0 0.4898
H -1.1080 -1.1904 -3.5931 0.0 0.0 0.0 0.4640
C -4.5796 0.5810 -0.3213 -0.2 0.3 0.3 -0.7247
S -3.2214 -0.3912 -0.8236 -0.2 -0.2 -0.2 1.2604
O -3.7565 -1.2949 -1.8084 0.1 0.0 0.0 -0.6172
O -2.1789 0.5464 -1.3545 -0.5 -0.1 -0.1 -0.5690
O -2.6364 -1.0285 0.3776 -0.3 0.0 -0.2 -0.7322
H -4.8942 1.1561 -1.1911 0.0 0.0 0.1 0.3825
H -4.3086 1.2356 0.5098 -0.1 -0.3 -0.3 0.0268
H -5.3675 -0.1099 -0.0247 0.0 0.1 0.0 0.4463
```
Positions in Å, forces in eV/Å.


| no. | strongest force on any atom (eV/A) |
| --- | --- |
| 1 | 0.67 |
| 2 | 1.84 |